# 1
45
Properties=species:S:1:pos:R:3 method="wB97M-V/def2-TZVPD" relative_energy_kj_mol=65.1 charge=0 e_lumo_ev=0.42 smiles="CCOc1ccc(NC(=O)CSc2nc3cccnc3n2CC)cc1"
S -0.6613 -3.9248 -1.0594
O 0.1814 3.1027 2.8679
O -2.7447 -0.9406 -1.2669
N 0.3054 -1.7411 -2.4255
N -1.8677 -1.6016 0.7376
N 1.3036 0.3982 -2.9516
N 0.7730 -1.8069 -0.2304
C -1.2715 -1.1333 -4.1918
C -1.0514 1.9750 1.2402
C 1.0498 3.1344 3.9818
C 0.2036 -2.4059 -1.2383
C 1.2701 -0.6430 -0.7451
C -0.1241 0.6760 3.0291
C -0.2147 -2.1223 -3.7143
C -0.6683 -0.4618 2.4634
C -2.3577 -1.8026 -0.5058
C 2.4647 2.6740 3.6408
C 1.9359 1.4044 -2.3757
C -1.4006 -0.3956 1.2853
C -0.3014 1.9121 2.4157
C -2.3827 -3.2674 -0.9159
C 0.9789 -0.5890 -2.1320
C 2.2615 1.4695 -1.0181
C -1.6003 0.8421 0.6811
C 1.9339 0.4313 -0.1677
H -2.8758 -3.3667 -1.8825
H 1.0663 4.1866 4.2798
H 0.6384 2.5489 4.8135
H -0.8141 -0.1599 -4.3467
H 2.1674 0.4470 0.8847
H 2.4724 1.6305 3.3357
H 3.1077 2.7915 4.5088
H 2.7709 2.3425 -0.6411
H 0.4384 0.5772 3.9441
H -2.1689 0.9111 -0.2307
H -1.5320 -2.4208 1.2289
H 0.6201 -2.1482 -4.4221
H -0.5023 -1.4183 2.9376
H -2.0608 -1.0302 -3.4504
H -1.7018 -1.4787 -5.1276
H -2.8808 -3.8937 -0.1772
H -1.1903 2.9376 0.7747
H 2.8591 3.2741 2.8246
H 2.1989 2.2160 -3.0402
H -0.6283 -3.1302 -3.6182

# 2
47
Properties=species:S:1:pos:R:3 method="wB97M-V/def2-TZVPD" relative_energy_kj_mol=0.0 charge=-1 e_lumo_ev=2.46
Ag -0.8387 -0.7311 -1.6105
Br 3.9190 -4.4049 3.6570
S 1.0515 1.3975 -0.9185
F -6.3957 -3.6569 -2.0555
O 0.9702 -1.7494 -0.0619
O -0.4817 -0.4458 1.0473
O 0.5744 1.1736 -2.3406
N 0.9156 -1.8051 4.7013
C 0.4650 -1.3959 3.5150
C -0.1672 2.4819 -0.1186
C 3.9492 1.0396 0.4902
C -3.1647 -2.3141 -3.0267
C -4.3909 -2.9760 -3.1109
C -2.7089 -1.6933 -1.8566
C -5.1872 -3.0149 -1.9893
C -3.5714 -1.7807 -0.7537
C 2.4894 -3.1613 3.5411
C 3.2728 2.3944 0.3139
C -4.8049 -2.4300 -0.8025
C 2.4773 2.5045 -0.9851
C -1.1122 3.1566 -1.1032
C 2.0212 -2.7386 2.3120
C -0.4718 4.2415 -1.9569
C 0.9782 -1.8253 2.2971
C 0.4335 -1.2967 0.9720
C 1.9190 -2.6776 4.7064
H -0.3539 -0.6875 3.5062
H -5.4586 -2.4886 0.0596
H 2.2886 -3.0072 5.6711
H -1.2211 4.7428 -2.5713
H -1.5432 2.3876 -1.7467
H 0.0131 5.0025 -1.3378
H 0.3957 3.2044 0.4793
H -3.2754 -1.3380 0.1920
H 4.6650 0.8583 -0.3147
H -0.7013 1.8113 0.5548
H 3.0545 2.1332 -1.8350
H 2.1600 3.5252 -1.1985
H 4.0190 3.1935 0.3226
H -4.7268 -3.4519 -4.0246
H -1.9384 3.5714 -0.5191
H 2.6152 2.5948 1.1659
H 4.4919 0.9965 1.4353
H 0.2720 3.8158 -2.6302
H -2.5528 -2.2921 -3.9222
H 2.4270 -3.0854 1.3713
H 3.2283 0.2215 0.4790

# 3
46
Properties=species:S:1:pos:R:3 method="wB97M-V/def2-TZVPD" relative_energy_kj_mol=203.8 charge=0 e_lumo_ev=0.65
O -0.4553 2.5876 -0.6717
O -1.0915 4.0470 1.0953
O 1.8132 -3.3203 -0.9242
O 1.3316 2.3747 3.3268
O 1.5309 -0.7707 -2.5802
O -0.7362 0.5821 -2.6885
C 0.6073 -2.5455 -0.9908
C -1.6803 0.7055 1.5852
C 0.3279 1.5443 2.8324
C -2.6941 -2.2861 0.8945
C 2.6618 -3.3890 -2.0240
C 0.2937 0.3338 3.5497
C 1.1005 3.7040 2.9345
C -1.6679 -0.4887 2.2764
C -0.7184 -0.6314 -1.8685
C -0.5873 -0.6399 3.1676
C -2.5824 -1.5863 2.0527
C 0.4606 -1.3721 -1.8378
C -1.6712 -2.1330 -0.1733
C -1.7212 -1.0095 -1.0321
C 2.1879 0.3221 -1.9271
C -0.6806 1.6802 1.8010
C -0.4064 -2.8378 -0.0820
C -0.3434 0.4571 -4.0352
B -0.6812 2.8119 0.7099
H -1.0992 1.0998 -4.5485
H -0.4057 -3.6336 0.5500
H 1.6165 1.0720 -1.4462
H 2.8666 -0.1589 -1.1843
H 2.9015 0.7075 -2.7086
H 3.6276 -3.0018 -1.7342
H 0.1657 4.0857 3.3099
H -3.2707 -3.1352 0.8348
H -0.4232 -0.5904 -4.2561
H 2.1419 -2.8783 -2.8675
H -0.4727 1.8262 -1.3292
H -0.5835 -1.5760 3.7202
H -1.0654 4.8541 0.5397
H -2.6798 -0.4770 -1.0125
H -2.4456 0.9556 0.8891
H -3.1393 -1.8877 2.9239
H 1.0766 0.2563 4.3182
H 2.8760 -4.4020 -2.3461
H 0.7119 0.8392 -4.0893
H 1.0068 3.6518 1.8376
H 1.9960 4.2526 3.2084

# 4
86
Properties=species:S:1:pos:R:3 method="wB97M-V/def2-TZVPD" relative_energy_kj_mol=0.0 charge=0 e_lumo_ev=0.12
Br 1.7492 0.4801 -0.3391
Cl 0.1812 0.2303 -4.0411
Cl 2.1635 5.1115 1.8248
Cl 5.1379 -5.0563 4.4624
Cl -4.0940 1.1169 1.3933
Cl -10.3541 3.7482 -4.1294
Cl 6.8106 -6.2898 -1.0097
Cl 3.7438 4.6401 -0.5660
Cl 9.0235 -6.7613 2.4319
Cl 8.0193 -9.8618 2.6151
Cl -3.2886 8.1261 -4.2388
Cl 10.9433 -4.6832 3.1124
Cl 7.2703 -11.3839 0.2571
Cl -4.8755 4.5161 -1.7081
Cl 7.6158 -3.9014 5.4344
Cl 2.6952 -1.1637 -3.6222
Cl 10.0737 -10.8781 0.8323
Cl 0.2938 -2.6632 -4.2843
Cl -5.0706 11.9538 -5.4997
Cl -7.2033 -0.1506 1.5810
Cl -3.1948 5.5178 -5.5079
Cl 5.1497 -2.3463 5.4993
Cl 5.0254 -4.0493 -1.5494
Cl -8.9178 1.3023 -0.2556
Cl -2.8770 4.4137 0.8963
Cl -6.2404 12.0353 -2.8389
Cl -2.2740 -6.1702 3.7714
Cl -8.2958 -1.4940 -0.7521
Cl 8.3908 -3.9797 1.9191
Cl 0.8621 4.3114 -0.6595
Cl -2.6884 -3.3249 4.1970
Cl -12.0133 5.7880 -5.3594
Cl 5.2114 -5.1379 1.1252
Cl -6.6618 4.6922 0.5762
Cl -5.7323 6.5957 -4.6007
Cl -3.4078 0.3640 4.1104
Cl -9.2006 6.3215 -4.8719
Cl -1.6091 -0.2759 1.9262
Cl -0.0440 -4.4738 4.5430
Cl -0.7316 2.9656 2.1545
Cl -7.6538 5.3104 -2.0875
Cl -7.1073 10.0231 -4.7486
Cl -2.5632 4.5197 3.7816
P 1.1263 -2.5158 -0.1987
O 5.6456 -1.6639 1.3333
O 0.0559 -2.8933 0.7569
N 3.6745 -1.5573 0.1209
C 2.3078 4.1658 0.3417
C -5.7549 11.0017 -4.1813
C -3.2887 -0.0845 2.4077
C 6.0906 -4.8150 -0.3718
C -1.7263 4.4185 2.2317
C -8.5750 -0.2666 0.4824
C 9.6783 -5.1872 1.9931
C -6.5371 4.3238 -1.1428
C 1.1688 -1.1485 -4.5134
C -4.1539 6.9795 -5.2727
C 8.4773 -11.1688 1.5234
C -10.3983 5.0869 -5.2736
C 6.0828 -3.5755 4.6435
C 3.4709 -1.9435 2.4489
C 2.2891 -1.2218 0.4603
C 2.2291 -1.1696 2.0081
C 4.4349 -1.6979 1.2960
C -1.5591 -4.5618 3.6418
H 3.9843 -1.5732 3.3354
H 8.5241 -12.0834 2.1003
H 1.4031 -1.0557 -5.5661
H 3.3339 -3.0347 2.4628
H 6.8884 -4.1194 -0.1432
H -1.3386 -4.3658 2.5988
H -1.0828 5.2849 2.1368
H 0.6683 -2.0095 -1.4245
H 4.0798 -0.9140 -0.5533
H -6.8141 3.2860 -1.2818
H -4.2955 7.4473 -6.2388
H 10.1143 -5.2677 1.0056
H 2.0059 -3.5628 -0.5335
H -3.7819 -1.0402 2.2785
H -10.1499 4.6965 -6.2521
H 6.2905 -3.1849 3.6521
H -9.4467 -0.5591 1.0534
H 2.3803 -0.1174 2.2781
H 1.2748 -1.5096 2.4148
H -4.9868 10.3266 -3.8262
H 2.4199 3.1256 0.6219

# 5
48
Properties=species:S:1:pos:R:3 method="wB97M-V/def2-TZVPD" charge=0 e_lumo_ev=-0.06 smiles="CC[C@H](Br)[C@]1(C)OC(=O)O[C@@]1(CC(=O)I)c1cccnc1.O=C1CCCO1"
I 2.1142 0.1623 3.8475
Br -2.0854 1.1759 0.2975
O -1.2417 -4.9297 -1.1281
O 1.9444 -2.7084 2.8979
O -1.0381 -2.5766 -1.5396
O -0.3853 -3.3449 0.4975
O -1.3973 4.1692 2.0874
O 0.3564 3.6684 0.7307
N 4.0134 -1.4651 -1.4218
C -3.4847 -1.0198 -0.9810
C 1.7602 -2.3124 -0.2511
C -0.3575 -0.2983 -1.7609
C 0.1713 -1.3225 1.7248
C 0.2840 -2.0460 0.2925
C 2.6829 -1.2750 -0.9397
C -4.7512 -0.9722 0.0486
C 4.5356 -2.7750 -1.1957
C -0.2449 5.9368 0.9149
C -0.9397 -3.7767 -0.7605
C 3.8221 -3.9871 -0.5448
C -2.1731 -0.8129 -0.0391
C 2.3536 -3.7538 -0.0331
C 1.4016 -1.5982 2.7131
C -0.5331 4.5174 1.3217
C -0.8204 -1.4026 -0.6812
C 1.3049 4.4293 -0.0261
C 0.6245 5.7476 -0.3094
H 0.2935 6.4367 1.7235
H -0.7846 -1.6239 2.3024
H 1.3260 6.5661 -0.4800
H -4.7309 -1.8832 0.7488
H 0.2987 -0.7836 -2.5809
H 2.2122 4.5506 0.5733
H -3.5248 -2.0437 -1.4815
H -4.6871 -0.0439 0.7391
H 2.2392 -0.2178 -1.0719
H 4.3171 -5.0203 -0.4208
H -2.4587 -1.2962 0.9729
H -1.1645 6.4707 0.6763
H 0.2719 0.5414 -1.2730
H 1.7844 -4.5906 0.4847
H -3.6181 -0.1375 -1.7042
H -0.0082 5.6551 -1.1980
H -1.2709 0.1349 -2.3134
H -5.7556 -0.8962 -0.4870
H 5.6223 -2.9575 -1.5405
H 1.5562 3.8939 -0.9436
H 0.1652 -0.1846 1.5118